This record from OMol25 describes a cluster of 12 separate species, C17H58N2O12 in total in a non-equilibrium geometry. The level of theory is the ωB97M-V functional and the def2-TZVPD basis.

Properties
Relative energy (zero: lowest compared OMol25 entry of this formula, charge and spin) = 0.0856 eV
E_HOMO = -9.44 eV
Frontier orbital gap = 9.81 eV
SMILES string = NC(N)=O.CCO.CCO.CCO.CCO.CCO.CO.CO.CO.CO.CO.CO
Strongest force on any atom = 7.28 eV/Å
Total charge = 0

```
89
Properties=species:S:1:pos:R:3:mulliken_charge:R:1
C -1.297 0.588 -5.262 -0.87
C -0.646 1.920 -4.880 -0.03
O -1.235 2.323 -3.671 -0.42
H -0.840 0.236 -6.206 0.35
H -2.389 0.617 -5.183 0.32
H -0.941 -0.176 -4.573 0.09
H -0.863 2.669 -5.705 0.29
H 0.428 1.919 -4.922 0.05
H -0.860 1.841 -2.932 0.30
C 3.998 0.027 -1.383 -1.56
C 2.757 0.249 -0.603 2.40
O 3.113 0.224 0.817 -0.61
H 4.412 -0.871 -1.060 0.47
H 4.685 0.858 -1.424 0.28
H 3.586 -0.160 -2.388 0.27
H 1.982 -0.505 -0.765 -0.66
H 2.371 1.174 -0.969 -0.86
H 2.882 -0.665 1.138 0.44
C -3.376 -1.986 3.359 -0.23
C -3.223 -1.248 4.657 -0.52
O -2.088 -1.750 5.320 -0.56
H -3.283 -3.088 3.448 0.33
H -2.607 -1.611 2.660 -0.43
H -4.286 -1.758 2.821 0.35
H -4.144 -1.371 5.298 0.35
H -3.069 -0.175 4.381 0.31
H -1.881 -1.197 6.078 0.30
C -0.633 -0.663 0.432 1.42
C -1.072 -0.080 -0.896 -0.40
O -0.234 0.862 -1.459 1.04
H 0.195 -1.399 0.293 -1.63
H -1.454 -1.257 0.873 0.21
H -0.334 0.055 1.144 -0.21
H -2.081 0.324 -0.704 -0.09
H -1.285 -0.823 -1.703 0.32
H -0.093 1.475 -0.729 -0.72
C 1.231 -1.550 4.977 -1.62
C 0.683 -1.063 3.618 0.57
O -0.435 -0.340 3.695 -0.47
H 0.577 -2.058 5.602 0.50
H 1.743 -0.787 5.563 0.31
H 2.020 -2.260 4.820 0.34
H 0.395 -1.940 3.091 0.12
H 1.405 -0.448 3.128 0.17
H -1.125 -0.886 4.080 0.25
C 1.310 -1.713 -3.354 0.31
O 0.698 -2.289 -2.242 -0.55
N 1.282 -0.390 -3.469 0.69
N 1.802 -2.428 -4.325 -0.39
H 0.786 0.084 -2.721 -0.98
H 1.642 0.090 -4.249 0.27
H 1.768 -3.445 -4.203 0.31
H 1.879 -2.132 -5.328 0.21
C -3.576 1.206 1.819 0.02
O -3.339 2.553 1.942 -0.54
H -2.667 0.678 2.096 -0.23
H -3.611 1.028 0.735 0.17
H -4.559 0.933 2.261 0.37
H -2.998 2.646 2.801 0.26
C -0.469 -4.405 -0.479 -0.54
O 0.670 -3.835 -0.021 -0.41
H -1.192 -3.570 -0.560 0.17
H -0.850 -5.186 0.240 0.25
H -0.410 -4.893 -1.430 0.22
H 0.776 -3.069 -0.533 0.30
C 3.638 -2.324 2.669 -0.95
O 2.617 -2.362 1.660 -0.53
H 4.680 -2.516 2.295 0.21
H 3.343 -2.935 3.513 0.41
H 3.721 -1.298 3.080 0.30
H 2.137 -3.153 1.884 0.35
C -2.748 3.681 -1.354 -0.16
O -3.334 4.365 -0.241 -0.58
H -2.157 2.804 -1.052 -0.25
H -1.975 4.266 -1.847 0.31
H -3.460 3.274 -2.046 0.35
H -3.675 3.676 0.324 0.33
C 0.410 2.552 1.563 -0.28
O 0.680 2.920 0.236 -0.47
H -0.716 2.479 1.672 0.02
H 0.777 3.384 2.218 0.39
H 0.955 1.590 1.824 0.10
H 1.627 2.983 0.163 0.22
C 1.858 3.076 -2.919 -0.05
O 1.747 3.836 -4.071 -0.53
H 0.847 3.079 -2.494 -0.12
H 2.580 3.508 -2.182 0.27
H 2.177 2.079 -3.318 0.16
H 2.633 3.960 -4.472 0.32
```